w) DFT (the ωB97M-V functional and the def2-TZVPD basis) results for the ion CH3F2N4O with charge +1.

**Kohn-Sham gap**: 0.336 Ha
**E_LUMO**: -6.5646 eV
**HOMO energy**: -15.702 eV
**Total charge**: +1
**Structure (SMILES)**: [H]/N=N/C(O)=[NH+]/N(F)F

CARTESIAN COORDINATES (ANGSTROEM)
1 C 0.486 -0.403 -0.145
2 N 2.720 0.388 0.416
3 N 1.661 0.216 -0.131
4 N -0.622 0.510 0.127
5 N -1.777 0.043 -0.182
6 O 0.368 -1.597 -0.676
7 F -2.529 1.032 -0.748
8 F -2.483 -0.217 1.007
9 H 3.391 1.113 -0.048
10 H -0.733 0.987 1.083
11 H -0.481 -2.073 -0.702

---

x) DFT (the ωB97M-V functional and the def2-TZVPD basis) results for a structure of composition CH3F2N4O.

**Kohn-Sham gap**: 0.390 Ha
**E_LUMO**: -5.2773 eV
**HOMO energy**: -15.887 eV
**Total charge**: +1

CARTESIAN COORDINATES (ANGSTROEM)
1 C 0.127 1.927 -0.200
2 N -0.573 -0.191 0.788
3 N -0.279 1.002 0.381
4 N 1.013 -1.741 0.314
5 N -0.064 -1.295 0.119
6 O 0.494 2.945 -0.755
7 F -1.372 -2.252 0.260
8 F -0.440 -0.893 -1.455
9 H -1.540 -0.330 1.107
10 H 1.336 -2.613 -0.081
11 H 1.299 3.438 -0.477

---

Energies relative to the most stable structure are w) 0.0; x) 44.8, reported in kcal/mol.